(1)
This record from the Open Molecules 2025 dataset describes a molecular structure, C5H8O2. The level of theory is the ωB97M-V functional and the def2-TZVPD basis.

**Total energy**: -9408.30658 eV
**Strongest force on any atom**: 1.17 eV/Å
**Relative energy (zero: lowest compared OMol25 entry of this formula, charge and spin)**: 1.526 eV

Structure (ORCA input):
```
! wB97M-V def2-TZVPD RIJCOSX def2/J DEFGRID3
* xyz 0 1
C -1.4425 -0.8198 -0.0976
C -0.5006 0.3763 -0.1180
O -1.1395 1.5593 -0.4541
C 0.4974 0.3726 1.0830
C 1.5043 -0.5754 0.1380
C 0.7677 0.2014 -0.8987
O 1.1872 0.9957 -1.7140
H -2.3065 -0.6156 0.5410
H -1.7977 -1.0257 -1.1103
H -0.9489 -1.7210 0.2835
H -0.5151 1.9767 -1.0785
H 0.8637 1.3960 1.2322
H 0.0171 0.0498 2.0230
H 2.5906 -0.5404 -0.0501
H 1.2229 -1.6299 0.2207
*
```

Atomic partial charges in e from the natural (NBO) method, atoms 1 to 5:
1. C -0.62
2. C 0.15
3. O -0.70
4. C -0.40
5. C -0.50

---

(2)
This record from the Open Molecules 2025 dataset describes C5H8O2 in the gas phase. The level of theory is the ωB97M-V functional and the def2-TZVPD basis.

**Total energy**: -9405.47458 eV
**Strongest force on any atom**: 4.12 eV/Å
**Relative energy (zero: lowest compared OMol25 entry of this formula, charge and spin)**: 4.358 eV

Structure (ORCA input):
```
! wB97M-V def2-TZVPD RIJCOSX def2/J DEFGRID3
* xyz 0 1
C -1.1484 0.4338 0.3218
C -1.2223 -1.8521 -0.4487
C -0.0880 1.3935 -0.2988
C -0.5185 -0.8406 0.0996
C 1.9520 0.1139 -0.2033
O 1.1862 1.1855 0.1907
O 2.9959 -0.0113 0.5059
H -1.3834 0.6023 1.4539
H -2.1306 0.5408 -0.2709
H -0.8521 -2.8811 -0.6392
H -2.1596 -1.5569 -0.9731
H -0.1888 0.9758 -1.3915
H -0.1955 2.4684 -0.0928
H 0.5375 -0.9961 0.4493
H 3.2157 0.4242 1.2974
*
```

Atomic partial charges in e from the natural (NBO) method, atoms 1 to 5:
1. C -0.47
2. C -0.39
3. C -0.07
4. C -0.19
5. C 0.45

---

(3)
This record from the Open Molecules 2025 dataset describes C5H8O2 in the gas phase. The level of theory is the ωB97M-V functional and the def2-TZVPD basis.

**Total energy**: -9407.06109 eV
**Strongest force on any atom**: 0.47 eV/Å
**Relative energy (zero: lowest compared OMol25 entry of this formula, charge and spin)**: 2.771 eV

Structure (ORCA input):
```
! wB97M-V def2-TZVPD RIJCOSX def2/J DEFGRID3
* xyz 0 1
C 0.9362 0.3447 -1.5829
C -1.4255 -0.7167 0.2009
O -2.0245 -1.8526 0.4817
C -0.2321 -0.5942 1.1182
C 0.4446 0.7698 0.9462
C 0.4202 1.2677 -0.4951
O 0.0661 2.3961 -0.7571
H 0.7730 -0.7124 -1.3626
H 0.4524 0.6006 -2.5268
H 2.0146 0.5071 -1.6966
H -2.7650 -1.9444 -0.1363
H -0.5145 -0.7767 2.1651
H 0.4499 -1.4186 0.8571
H -0.0561 1.5362 1.5448
H 1.4909 0.7218 1.2782
*
```

Atomic partial charges in e from the natural (NBO) method, atoms 1 to 5:
1. C -0.73
2. C 0.27
3. O -0.65
4. C -0.58
5. C -0.51

---

(4)
This record from the Open Molecules 2025 dataset describes a molecular structure, C5H8O2. The level of theory is the ωB97M-V functional and the def2-TZVPD basis.

**Total energy**: -9404.96502 eV
**Strongest force on any atom**: 0.92 eV/Å
**Relative energy (zero: lowest compared OMol25 entry of this formula, charge and spin)**: 4.867 eV

Structure (ORCA input):
```
! wB97M-V def2-TZVPD RIJCOSX def2/J DEFGRID3
* xyz 0 1
O -0.2858 -1.5099 -1.6208
C -0.1618 -0.5128 -0.6621
C 1.0942 -0.6428 0.2084
C 0.8382 0.3984 1.2831
O 0.9752 1.6418 0.8182
C -1.3033 -0.0303 0.1763
C -0.8026 0.8224 -0.7704
H -0.8451 -1.1888 -2.3373
H 1.1252 -1.6584 0.6135
H 2.0071 -0.4423 -0.3584
H 1.1317 0.2508 2.3261
H -0.4825 0.1587 1.3352
H -2.2698 -0.3428 0.5323
H -1.2525 1.4262 -1.5383
H 0.2318 1.6298 -0.0059
*
```

Atomic partial charges in e from the natural (NBO) method, atoms 1 to 5:
1. O -0.69
2. C 0.26
3. C -0.48
4. C 0.08
5. O -0.65